1.
DFT (ωB97M-V/def2-TZVPD) results for a structure of composition C23H56AsCl4F6N8O9Tl in a non-equilibrium geometry.

The LUMO energy is -11.75 eV. For the HOMO-LUMO gap, the calculation gives 0.04385 Ha. The HOMO energy is -12.939 eV.

```
! RIJCOSX wB97M-V def2-TZVPD def2/J DEFGRID3
* xyz 2 1
Tl -0.011 -5.390 4.536
As 0.171 -0.468 -0.202
F 0.046 -1.821 0.976
F 1.944 -0.560 -0.260
F 0.358 0.866 -1.418
F -1.634 -0.423 -0.233
F 0.194 0.678 1.203
F 0.048 -1.676 -1.486
Cl -6.160 -2.322 -4.230
C -5.273 -1.222 -5.304
C -3.970 -1.990 -5.699
Cl -2.750 -0.847 -6.068
H -5.047 -0.254 -4.856
H -5.908 -1.084 -6.179
H -4.150 -2.727 -6.482
H -3.597 -2.539 -4.835
Cl 5.376 5.964 -1.551
C 4.334 5.205 -0.333
C 5.165 4.844 0.944
Cl 5.626 6.310 1.840
H 3.927 4.309 -0.802
H 3.561 5.947 -0.134
H 6.037 4.296 0.589
H 4.537 4.201 1.560
C -1.460 1.322 6.645
C -2.266 0.007 6.586
C -3.731 0.365 6.210
O -1.632 -0.734 5.572
H -1.289 1.608 5.607
H -0.462 1.084 7.015
H -1.875 2.108 7.276
H -2.266 -0.489 7.556
H -3.666 1.112 5.419
H -4.334 0.736 7.038
H -4.222 -0.528 5.821
H -1.270 -0.072 4.978
O 3.507 -5.504 0.649
C 4.219 -5.907 -0.244
N 5.431 -6.262 -0.037
C 3.710 -6.123 -1.605
H 6.061 -6.361 -0.821
H 5.847 -6.251 0.883
H 2.855 -6.796 -1.676
H 4.390 -6.590 -2.317
H 3.426 -5.148 -2.001
O -1.320 -7.291 -0.320
C -1.842 -7.438 -1.388
N -1.887 -6.489 -2.265
C -2.304 -8.780 -1.834
H -2.572 -6.527 -3.007
H -1.467 -5.588 -2.090
H -1.894 -8.960 -2.828
H -3.384 -8.912 -1.901
H -1.883 -9.578 -1.222
O -3.902 5.585 -0.314
C -3.997 4.403 -0.125
N -3.431 3.578 -1.053
C -4.616 3.870 1.128
H -3.165 2.683 -0.668
H -2.937 3.976 -1.839
H -3.729 3.699 1.737
H -5.213 2.967 0.998
H -5.281 4.605 1.582
O 5.833 -1.646 -5.966
C 4.764 -1.420 -5.420
N 4.647 -0.710 -4.297
C 3.430 -1.921 -5.961
H 3.739 -0.527 -3.894
H 5.445 -0.173 -3.988
H 2.621 -2.000 -5.235
H 3.479 -2.823 -6.570
H 3.015 -1.239 -6.704
O 3.508 -1.570 4.470
C 4.507 -0.867 4.648
N 5.134 -0.420 3.574
C 4.948 -0.552 6.047
H 4.659 -0.824 2.779
H 6.108 -0.170 3.666
H 4.474 0.416 6.210
H 6.031 -0.438 5.997
H 4.611 -1.297 6.767
O 0.007 7.454 1.660
C 0.589 7.052 2.659
N 0.504 5.733 2.906
C 1.281 8.022 3.580
H -0.005 5.248 2.181
H 0.952 5.301 3.701
H 1.833 8.688 2.918
H 1.969 7.554 4.284
H 0.490 8.619 4.033
O -4.530 -4.146 2.444
C -5.645 -4.003 1.926
N -6.451 -4.999 1.898
C -6.067 -2.687 1.342
H -6.174 -5.909 2.239
H -7.264 -4.856 1.316
H -5.965 -1.789 1.951
H -7.141 -2.743 1.161
H -5.452 -2.515 0.459
O 0.143 6.073 -4.380
C 0.529 5.654 -5.443
N 0.793 4.368 -5.608
C 0.871 6.671 -6.528
H 1.340 4.003 -6.375
H 0.696 3.778 -4.794
H 1.888 7.058 -6.460
H 0.276 7.575 -6.393
H 0.610 6.303 -7.519
*
```

2.
DFT (ωB97M-V/def2-TZVPD) results for a structure of composition C19H48O13P3Tl in a non-equilibrium geometry.

The expectation value of S² is 1.765. The LUMO energy (alpha / beta) is -13.34 / -13.77 eV. For the HOMO-LUMO gap (alpha / beta), the calculation gives 0.14573 / 0.13005 Ha. The HOMO energy (alpha / beta) is -17.304 / -17.304 eV.

```
! RIJCOSX wB97M-V def2-TZVPD def2/J DEFGRID3
* xyz 3 2
Tl 1.735 1.787 0.139
C 4.904 3.571 2.053
O 4.138 2.513 1.618
H 5.798 3.286 2.607
H 5.277 4.200 1.244
H 4.266 4.254 2.614
C -4.723 3.967 3.198
C -3.335 3.904 2.476
O -3.456 3.814 1.073
P -2.097 3.880 0.062
O -1.003 2.900 0.362
O -2.865 3.645 -1.372
C -2.814 2.425 -2.124
C -3.995 1.615 -1.892
O -1.577 5.367 -0.034
C -2.374 6.546 0.142
C -3.463 6.540 -0.910
H -5.318 4.839 2.925
H -5.341 3.078 3.074
H -4.532 4.058 4.267
H -2.835 4.873 2.512
H -2.822 3.057 2.932
H -2.672 2.871 -3.108
H -2.071 1.639 -1.989
H -3.972 0.654 -2.405
H -3.929 1.415 -0.822
H -4.961 2.111 -1.989
H -2.730 6.760 1.150
H -1.799 7.419 -0.168
H -4.141 5.708 -0.719
H -4.100 7.424 -0.902
H -3.152 6.632 -1.951
C -4.177 -0.633 1.826
C -2.713 -0.595 1.458
O -2.683 -0.892 0.101
P -1.224 -1.283 -0.581
O -0.065 -0.387 -0.363
O -1.631 -1.289 -2.141
C -0.678 -1.415 -3.214
C -0.419 -2.854 -3.616
O -0.979 -2.818 -0.203
C -2.025 -3.779 -0.367
C -1.809 -4.896 0.531
H -4.787 0.247 1.618
H -4.577 -1.516 1.329
H -4.303 -0.679 2.908
H -2.388 0.442 1.535
H -2.138 -1.231 2.131
H -1.035 -0.854 -4.078
H 0.255 -0.852 -3.195
H 0.606 -2.754 -3.974
H -0.340 -3.515 -2.753
H -1.032 -3.310 -4.394
H -3.049 -3.485 -0.134
H -1.946 -4.142 -1.392
H -2.211 -4.565 1.488
H -2.568 -5.655 0.343
H -0.744 -5.106 0.634
C 2.626 -5.631 -0.065
C 3.656 -4.636 0.624
O 2.883 -3.425 0.889
P 3.518 -1.954 0.620
O 2.655 -0.791 1.029
O 4.898 -1.928 1.513
C 5.510 -0.717 1.855
C 7.003 -0.893 2.297
O 4.177 -1.923 -0.832
C 3.400 -2.597 -1.837
C 3.504 -1.959 -3.272
H 2.319 -5.371 -1.078
H 3.119 -6.601 0.002
H 1.726 -5.920 0.480
H 4.018 -4.951 1.602
H 4.607 -4.489 0.111
H 5.368 -0.002 1.044
H 5.004 -0.355 2.749
H 7.578 -1.075 1.390
H 7.378 -0.015 2.823
H 7.058 -1.778 2.931
H 3.746 -3.629 -1.889
H 2.404 -2.824 -1.458
H 4.320 -2.330 -3.891
H 2.665 -2.270 -3.895
H 3.481 -0.870 -3.306
*
```

Number 1: energy -187017.600 eV, molecular weight 1123.85 g/mol. Number 2: energy -79631.100 eV, molecular weight 781.89 g/mol.